[1]
{"formula": "C18H43CdF6NO6S2Si2", "method": "wB97M-V/def2-TZVPD", "symbols": ["O", "O", "C", "C", "H", "H", "H", "H", "H", "C", "C", "H", "H", "H", "H", "H", "C", "C", "C", "H", "H", "H", "H", "H", "C", "H", "H", "H", "H", "H", "H", "Cd", "C", "Si", "H", "H", "C", "C", "C", "C", "Si", "H", "H", "C", "C", "C", "H", "H", "H", "H", "H", "H", "H", "H", "H", "H", "H", "H", "H", "H", "H", "H", "H", "H", "F", "C", "F", "F", "S", "O", "O", "N", "S", "O", "O", "C", "F", "F", "F"], "coordinates": [[-2.1943, 1.7103, -0.3284], [-0.5286, 3.2073, -1.1072], [-3.3444, 0.9246, -0.7999], [-3.6877, -0.2921, 0.0388], [-3.1128, 0.6263, -1.8303], [-4.1952, 1.6240, -0.8289], [-2.8199, -0.7609, 0.5087], [-4.1878, -1.0442, -0.5849], [-4.4051, -0.0183, 0.8175], [-2.3733, 2.1181, 1.0675], [-3.1400, 3.4147, 1.1166], [-1.3764, 2.1984, 1.5183], [-2.8747, 1.2980, 1.5978], [-2.6607, 4.2549, 0.5960], [-3.2268, 3.7068, 2.1666], [-4.1542, 3.3044, 0.7118], [0.5455, 4.1752, -0.5427], [-1.1135, 3.6623, -2.4344], [1.1391, 3.6946, 0.7461], [0.0509, 5.1536, -0.4537], [1.2900, 4.2182, -1.3416], [0.3811, 3.3886, 1.4716], [1.7125, 4.5246, 1.1889], [1.8537, 2.8710, 0.6053], [-2.2647, 4.5651, -2.0928], [-1.4030, 2.7390, -2.9365], [-0.2837, 4.1414, -2.9956], [-3.0476, 4.0147, -1.5586], [-2.7048, 4.9410, -3.0158], [-1.9339, 5.3949, -1.4655], [-1.4098, 2.9491, -0.6168], [1.4413, -1.6663, 0.3530], [0.6727, -0.0597, -0.5832], [1.0994, 0.2158, -2.3552], [0.8886, 0.8679, -0.0233], [-0.4295, -0.1817, -0.5047], [-0.3853, -0.0359, -3.4526], [2.3855, -1.1036, -2.6708], [1.9678, 1.8253, -2.7626], [0.0313, -3.0741, -0.5950], [0.6780, -4.6994, 0.0207], [-0.0260, -2.9332, -1.6812], [-0.9085, -2.7428, -0.1393], [2.1252, -5.2279, -1.0708], [-0.7293, -5.9537, -0.0527], [1.2952, -4.6036, 1.8065], [2.7356, 1.5828, -3.5189], [2.4979, 2.2648, -1.9049], [1.3296, 2.6090, -3.1944], [-0.7061, -1.0850, -3.4242], [-0.1093, 0.1903, -4.4906], [-1.2574, 0.5805, -3.2007], [1.9412, -2.0908, -2.5815], [3.1804, -0.9904, -1.9352], [2.7800, -0.9515, -3.6706], [-1.3060, -5.8087, -0.9745], [-1.4036, -5.8208, 0.8027], [-0.3446, -6.9798, -0.0368], [0.5343, -4.1894, 2.4820], [2.1993, -3.9856, 1.9178], [1.5485, -5.6142, 2.1555], [2.6026, -6.1321, -0.6660], [2.8949, -4.4441, -1.1377], [1.7796, -5.4570, -2.0891], [-1.4576, -1.2885, 5.0332], [-0.2067, -1.4039, 4.5422], [0.6688, -0.8557, 5.4097], [0.0889, -2.7232, 4.4008], [-0.0761, -0.5446, 2.8708], [-0.9206, -1.3111, 1.9699], [-0.3185, 0.8625, 3.0512], [1.4611, -0.9331, 2.4987], [2.6688, 0.1811, 2.5165], [3.0561, 0.4295, 1.1341], [2.5055, 1.2690, 3.4366], [3.9989, -0.9550, 3.1654], [3.6965, -1.4050, 4.3973], [4.1232, -2.0270, 2.3305], [5.1783, -0.3056, 3.2037]], "forces_ev_per_angstrom": [[-1.094, -0.668, 1.052], [0.754, 1.461, -0.880], [0.182, 0.737, -0.458], [-0.274, -0.066, 0.212], [0.188, 0.209, 0.313], [0.059, -0.293, -0.142], [0.049, 0.095, -0.169], [0.191, 0.215, 0.034], [0.136, -0.146, 0.051], [0.182, -0.523, -0.380], [-0.433, 0.246, 0.563], [-0.242, -0.054, -0.286], [0.152, 0.433, -0.027], [0.069, -0.307, 0.131], [-0.126, 0.081, -0.066], [0.192, 0.044, 0.091], [-0.911, -0.026, -0.468], [0.943, -0.032, 0.631], [0.321, -0.343, 0.267], [0.069, -0.360, 0.025], [-0.287, -0.148, 0.046], [0.131, 0.061, -0.049], [-0.277, -0.140, -0.173], [-0.403, 0.117, -0.033], [-0.276, -0.006, -0.339], [0.063, 0.093, 0.095], [-0.606, -0.278, 0.460], [0.177, 0.080, -0.177], [-0.009, 0.189, 0.037], [-0.107, 0.072, -0.187], [1.130, -0.800, -0.135], [-0.057, -2.106, -0.251], [-1.537, 3.902, -1.121], [0.062, -0.772, 1.605], [-0.160, -0.025, -0.148], [0.497, -0.096, 0.018], [-0.154, -0.038, -0.764], [-0.217, 0.354, -0.766], [0.424, 0.553, -0.416], [0.456, -1.296, 0.443], [-0.772, 0.667, -0.592], [0.234, -0.050, 0.230], [0.186, -0.045, 0.030], [0.044, -0.226, 0.028], [0.296, -0.463, 0.080], [0.006, -0.114, 0.064], [-0.218, 0.257, 0.184], [-0.107, -0.247, -0.102], [0.086, -0.185, 0.028], [0.047, 0.164, 0.074], [-0.173, -0.064, -0.018], [0.192, -0.064, 0.069], [0.058, -0.164, -0.027], [0.157, 0.021, 0.006], [0.420, -0.358, -0.262], [0.132, -0.031, 0.166], [0.076, -0.024, -0.143], [-0.228, -0.052, 0.049], [0.120, -0.121, -0.184], [-0.152, -0.152, -0.062], [-0.040, 0.142, 0.044], [-0.049, 0.163, -0.132], [-0.206, -0.163, 0.018], [0.100, 0.073, 0.202], [0.872, -0.046, -0.315], [0.116, -0.374, 0.206], [-0.731, -0.392, -0.628], [-0.355, 1.388, 0.177], [0.341, -0.910, -0.737], [0.446, 0.724, 1.299], [0.041, -0.624, 0.262], [0.058, 1.285, 0.978], [-0.473, -0.414, -0.753], [0.303, 0.071, 1.511], [0.237, -0.431, -0.311], [0.361, -0.559, 0.109], [0.258, 0.376, -0.902], [-0.091, 0.949, 0.717], [-0.847, -0.430, -0.001]], "lumo_energy_ev": -0.075, "energy_ev": -91429.532, "de_lowest_kcal_mol": 87.8, "homo_lumo_gap_ev": 5.89}



[2]
{"formula": "C6H12OS", "method": "wB97M-V/def2-TZVPD", "symbols": ["C", "C", "C", "S", "O", "C", "C", "C", "H", "H", "H", "H", "H", "H", "H", "H", "H", "H", "H", "H"], "coordinates": [[-3.1235, -0.2256, -0.0004], [-1.9976, -1.2106, -0.1177], [-0.7176, -1.0458, 0.6166], [0.6123, -1.7109, -0.3531], [1.8191, -2.0739, 0.4772], [0.8391, 0.0911, -0.5929], [1.7552, 0.8415, 0.3517], [2.8951, 1.5103, -0.4159], [-2.9619, 0.7438, -0.3506], [-3.3773, -0.2097, 1.0092], [-4.0464, -0.4732, -0.5576], [-1.8557, -1.4295, -1.1975], [-2.3646, -2.1820, 0.3207], [-0.6174, -0.4252, 1.5297], [0.1614, 0.6894, -1.3184], [1.2522, 1.7277, 0.9163], [2.2488, 0.2145, 1.1457], [3.3814, 2.0653, 0.3682], [2.4824, 2.3030, -1.0310], [3.6151, 0.7997, -0.8002]], "forces_ev_per_angstrom": [[-0.863, -0.883, -0.647], [-0.819, -1.781, -0.759], [1.928, 2.122, -1.586], [2.010, 1.646, 1.609], [-1.403, -0.229, -0.866], [-2.947, -0.522, 0.760], [-0.394, 0.722, 1.251], [-0.442, 0.409, 1.141], [1.015, 1.727, -0.343], [-0.749, 0.529, 1.836], [0.534, -0.669, 0.227], [0.364, -0.014, 0.616], [-0.070, 0.536, -0.553], [0.187, -0.812, -0.561], [1.357, -1.320, 1.114], [0.330, -1.651, -0.945], [-0.946, 0.143, -0.933], [0.721, 0.284, 0.273], [0.310, -0.348, -0.923], [-0.124, 0.109, -0.709]], "lumo_energy_ev": 0.184, "smiles": "CCC=S(=O)=CCC", "energy_ev": -19294.866, "de_lowest_kcal_mol": 104.2, "homo_lumo_gap_ev": 8.21}